Computed, not measured: a structure of composition C18H34N3OPSiTi at a distorted geometry, with the ωB97M-V functional and the def2-TZVPD basis.

Computed properties:
* LUMO energy: 0.3 eV
* calculated total energy: -66015.7826 eV
* max |F|: 4.97 eV Å⁻¹
* E_HOMO: -0.2343 Ha
* HOMO-LUMO gap: 6.7200 eV

```
! wB97M-V def2-TZVPD RIJCOSX def2/J DEFGRID3
* xyz 0 1
C 2.07144 0.94559 -3.18242
H -6.88405 0.12522 -1.15958
H 1.28210 -2.18534 1.61362
Si 0.51613 -1.57578 -1.66636
H 4.12234 -0.35901 -0.94323
H 4.77980 -0.59562 0.71358
H -5.95007 2.01620 0.18375
H 1.72595 -3.54491 -2.27996
H -2.87241 -1.32210 -1.92026
C -1.79842 0.80267 2.89172
N -0.16185 -0.72841 1.88227
N -1.80958 0.50697 -0.31677
C -0.51520 -1.18531 4.04348
C -0.86197 -0.33544 2.97573
C -3.95547 1.40581 -0.06829
H 2.11655 1.65971 -4.01592
H -0.06315 3.66255 -1.66306
C 2.89304 0.55056 0.62630
H 3.78082 1.64297 2.18103
C -0.74500 1.40688 -3.41536
C -5.81355 0.21241 -1.02992
Ti -0.06248 0.09188 0.03395
H -0.90662 -1.13731 5.05095
H -1.33769 1.71454 2.47366
H -1.62888 1.88138 -2.97571
C -4.96350 -0.71414 -1.63545
H 1.65824 3.35973 -1.24128
H 0.04862 -1.49024 -3.03211
C 1.23368 -3.15733 4.20641
H -0.42901 -2.33606 -0.80908
H 1.74125 -2.76969 5.10497
H 2.00099 -0.07091 -3.58635
H 2.42539 -2.94000 -0.72645
H -3.48063 2.21345 0.49492
H 1.18726 3.58923 -2.95325
C 2.79630 1.16619 2.02131
N 0.61443 -1.77315 2.27366
C 0.45071 -2.07538 3.54987
H 1.94411 1.83708 2.10304
H 0.57609 -3.98302 4.52374
P 0.59112 1.35941 -2.16482
H 2.98359 1.02377 -2.57543
H 4.83033 1.03799 -0.03898
H -0.41407 1.98275 -4.29045
C 4.24138 0.09830 0.05409
H -2.15745 1.04603 3.89914
H -1.01488 0.39431 -3.72254
C -5.31651 1.26829 -0.26793
H 2.66502 0.41005 2.78404
H 2.88543 1.49423 0.27552
C 2.06177 -2.64563 -1.72979
C 0.86913 3.17375 -1.98414
H 2.85900 -2.13779 -2.29915
H -2.67955 0.59177 2.26475
O 1.88693 -0.31618 0.27068
H -5.35198 -1.51177 -2.25347
H 2.00219 -3.57683 3.53386
C -3.59039 -0.62782 -1.46172
C -3.07678 0.42350 -0.62080
*
```